This record from the Open Molecules 2025 dataset describes C18H42IO3PSi2 as an isolated structure. The level of theory is ωB97M-V/def2-TZVPD.

XYZ file:
```
67
Properties=species:S:1:pos:R:3:forces:R:3:lowdin_charge:R:1
C -6.57895 0.64097 4.48618 -0.07 -0.04 0.01 -0.0988
C -5.87048 -0.12463 3.35565 -0.10 -0.02 0.01 -0.2731
C -5.85527 -1.64592 3.54982 0.12 0.05 0.12 -0.2487
C -4.67948 -2.37275 2.87859 -0.12 -0.14 -0.12 -0.4499
C -4.89910 -3.89428 2.89949 0.00 0.03 0.09 -0.1171
Si -4.36921 -1.84541 1.10554 -0.09 -0.05 -0.06 0.3980
O -3.17989 -2.81244 0.43717 0.14 0.38 0.15 -0.4617
Si -1.56690 -2.60481 0.66625 -0.01 -0.10 -0.08 0.0311
I -0.71378 -4.69617 1.60688 0.03 -0.01 0.02 0.5083
C -0.73753 -2.16940 -0.94566 0.12 -0.13 -0.06 -0.3062
C 0.63617 -2.79355 -1.22668 0.03 0.11 -0.06 -0.2944
C 1.75479 -2.13147 -0.41623 -0.06 -0.02 -0.14 -0.2199
C 2.19731 -0.78613 -1.00310 0.09 -0.07 0.05 -0.2106
C 3.28958 -0.93287 -2.06200 -0.08 -0.03 0.01 -0.2126
C 3.85136 0.40830 -2.55141 0.01 0.00 0.00 -0.1996
C 5.08955 0.90408 -1.78607 -0.01 -0.04 0.10 -0.2124
C 4.78948 1.94639 -0.70618 0.00 -0.08 0.12 -0.2167
C 6.05292 2.55599 -0.07111 -0.12 0.09 -0.05 -0.1894
C 6.48043 3.94631 -0.58825 0.09 -0.07 -0.04 -0.1640
C 6.04015 4.29233 -2.00286 0.06 -0.05 -0.06 -0.2552
O 6.89133 5.31279 -2.48930 -0.08 0.15 0.10 -0.1903
C 6.52885 5.79551 -3.76446 -0.01 -0.02 -0.04 -0.1143
P -6.13641 -2.21102 -0.28267 -0.06 -0.06 0.03 0.7497
C -6.00938 -0.64587 -1.24180 0.07 -0.06 -0.06 -0.3669
O -7.46715 -1.88677 0.67410 -0.22 0.37 -0.03 -0.4124
H -5.88575 1.27197 5.04284 0.00 -0.03 0.01 0.0678
H -7.37347 1.28618 4.11061 0.03 0.02 0.00 0.0650
H -7.03669 -0.04770 5.19937 0.00 0.02 -0.03 0.0670
H -6.37555 0.10405 2.41087 0.16 0.00 -0.08 0.0838
H -4.84395 0.23469 3.25115 -0.02 0.03 0.02 0.0931
H -5.81935 -1.85660 4.62463 0.02 -0.07 -0.03 0.1120
H -6.78626 -2.07800 3.17600 -0.04 0.05 0.05 0.1041
H -3.76485 -2.15447 3.44711 0.00 0.09 -0.07 0.1134
H -4.00460 -4.43933 2.59572 -0.02 0.00 -0.02 0.0444
H -5.16876 -4.22006 3.90812 0.02 -0.02 -0.03 0.0812
H -5.71368 -4.18694 2.23086 -0.01 0.00 0.03 0.0733
H -3.88308 -0.43709 1.01073 -0.02 -0.02 0.01 0.0046
H -1.36348 -1.57030 1.70387 0.02 -0.03 0.03 -0.0128
H -0.64341 -1.07703 -0.95309 -0.11 0.00 -0.04 0.0731
H -1.44903 -2.42855 -1.73590 -0.01 -0.01 0.04 0.0814
H 0.61346 -3.86579 -1.02430 -0.05 0.02 0.00 0.0592
H 0.86129 -2.68588 -2.29257 0.02 -0.03 0.02 0.1056
H 1.42389 -1.99870 0.61861 0.03 -0.07 0.01 0.0953
H 2.61643 -2.80461 -0.39600 0.00 0.04 0.14 0.1119
H 1.33919 -0.28112 -1.46058 0.02 0.08 0.09 0.1079
H 2.56304 -0.13254 -0.20688 -0.02 0.01 0.00 0.1032
H 2.89336 -1.50022 -2.90930 -0.03 0.00 0.02 0.1074
H 4.09835 -1.54112 -1.64344 0.02 0.02 -0.06 0.1076
H 4.09127 0.33294 -3.61344 0.02 -0.02 0.01 0.1034
H 3.06194 1.16373 -2.46666 0.02 0.00 -0.13 0.1074
H 5.83436 1.29292 -2.48463 -0.06 0.08 0.00 0.0970
H 5.56972 0.05109 -1.29397 0.06 0.02 -0.07 0.1099
H 4.21000 1.45198 0.07869 -0.06 0.05 -0.03 0.0988
H 4.13818 2.72717 -1.11013 0.03 -0.01 0.00 0.1050
H 5.89034 2.63855 1.00455 0.11 -0.02 0.01 0.1019
H 6.87866 1.85070 -0.20187 -0.04 0.00 0.00 0.1079
H 6.12835 4.72435 0.09209 -0.05 0.02 -0.06 0.1120
H 7.56984 4.01474 -0.58254 0.00 0.00 0.05 0.1128
H 6.09220 3.41269 -2.65913 0.03 0.04 0.01 0.1162
H 5.00375 4.65515 -2.01799 0.00 -0.07 -0.02 0.1203
H 6.77090 6.85810 -3.81002 0.04 -0.05 -0.01 0.0850
H 5.45574 5.67642 -3.95111 0.02 0.04 0.03 0.0828
H 7.07799 5.27380 -4.55660 -0.05 -0.03 0.03 0.0858
H -6.88157 -0.55080 -1.89114 0.06 0.00 -0.03 0.0315
H -5.91668 0.24444 -0.61485 -0.02 0.00 0.00 0.0248
H -5.11749 -0.71446 -1.87044 -0.04 0.06 -0.02 0.0342
H -7.69300 -0.94355 0.71887 0.17 -0.36 0.09 0.0409
```
Positions in Å, forces in eV/Å.

Output
frontier orbital gap	0.3310	Ha
LUMO	0.63	eV
HOMO	-8.4	eV
largest force on an atom	0.428	eV/A
spin multiplicity	1



This record from the Open Molecules 2025 dataset describes C18H43BeF6NO6S2Si2 as an isolated structure in a non-equilibrium geometry. The level of theory is ωB97M-V/def2-TZVPD.

XYZ file:
```
79
Properties=species:S:1:pos:R:3:forces:R:3:lowdin_charge:R:1
O 1.02405 -0.06484 -2.03450 0.80 -0.51 -0.45 -0.1402
O 2.44686 -1.74272 -1.09157 0.03 -0.21 0.24 -0.1637
C 0.42968 -0.72961 -3.21696 0.38 0.22 0.38 -0.2009
C -0.35912 0.24174 -4.03743 -0.31 0.04 -0.20 -0.0474
H -0.19844 -1.50896 -2.78843 0.00 0.02 0.04 0.1257
H 1.24371 -1.17414 -3.81212 -0.27 0.00 0.27 0.1175
H -1.17848 0.67268 -3.45973 0.13 0.04 0.01 0.0908
H -0.79140 -0.29589 -4.88796 0.07 0.10 0.08 0.0948
H 0.27876 1.03432 -4.42933 -0.09 0.05 -0.03 0.0800
C 2.10613 0.90312 -2.33867 -1.04 0.25 0.42 -0.1768
C 3.13887 0.38278 -3.28688 0.62 0.17 -0.47 -0.0657
H 2.52785 1.13400 -1.35392 -0.16 -0.01 -0.16 0.1229
H 1.60227 1.80670 -2.70810 0.26 -0.25 0.12 0.1203
H 3.56746 -0.57704 -2.98386 -0.18 0.15 -0.05 0.0640
H 3.96896 1.10568 -3.30310 -0.25 -0.16 -0.08 0.1033
H 2.74998 0.30613 -4.30550 0.14 -0.01 0.08 0.0844
C 3.20679 -1.37528 0.12027 -0.52 -0.39 -0.27 -0.1468
C 2.31366 -3.13736 -1.54837 -0.15 0.48 0.46 -0.1563
C 4.60556 -0.98025 -0.24825 0.48 0.17 -0.02 -0.0531
H 3.17165 -2.23853 0.79050 -0.06 0.16 -0.02 0.1361
H 2.64681 -0.54199 0.55616 0.00 -0.24 0.04 0.1326
H 5.12986 -1.79578 -0.74918 -0.01 0.14 0.04 0.0717
H 5.16981 -0.72761 0.65495 -0.13 -0.03 -0.06 0.0965
H 4.61859 -0.09719 -0.89591 -0.02 -0.17 0.09 0.0747
C 3.61691 -3.62437 -2.10889 0.31 -0.33 -0.23 -0.0596
H 1.53001 -3.11438 -2.31136 0.11 0.09 0.24 0.1219
H 1.95735 -3.72933 -0.69814 0.04 0.09 -0.15 0.1312
H 4.01718 -2.93786 -2.86174 -0.09 -0.04 0.14 0.0842
H 3.46458 -4.58716 -2.60584 -0.03 0.06 0.13 0.0935
H 4.36247 -3.77200 -1.32613 -0.03 0.00 -0.08 0.0793
H 1.65939 -0.95409 -1.45019 -0.41 0.21 -0.25 0.0784
Be -1.71444 0.82566 0.87886 1.64 -1.45 -1.58 -0.1092
C -1.27279 -0.99304 0.50492 0.51 -0.92 -0.53 -0.2249
Si -1.67676 -2.81641 0.95804 -0.03 0.10 -0.03 0.4760
H -1.46771 -0.92800 -0.58171 -0.28 -0.11 -0.13 -0.0205
H -0.16832 -0.94720 0.49862 0.26 -0.08 0.22 -0.0316
C -1.74023 -4.08002 -0.51086 0.06 0.20 -0.24 -0.2101
C -3.35747 -3.10134 1.75446 -0.05 0.10 -0.03 -0.2041
C -0.44783 -3.61628 2.18746 0.05 0.14 0.05 -0.1991
C -1.22794 2.18272 -0.15447 0.63 1.02 -0.77 -0.2381
Si 0.06335 3.50664 0.27049 -1.18 -0.62 0.08 0.4413
H -2.18602 2.74109 -0.12590 0.24 0.07 -0.31 0.0061
H -1.05538 1.95412 -1.22873 -0.29 -0.25 0.28 -0.0138
C 1.02286 4.37677 -1.12157 0.00 0.04 -0.26 -0.1971
C 1.34260 2.78021 1.43263 0.38 -0.04 0.21 -0.1878
C -0.88236 4.88303 1.13559 0.15 0.17 0.13 -0.1956
H 0.59976 -3.44581 1.90893 -0.03 0.05 0.04 -0.0059
H -0.57284 -4.70711 2.29562 -0.14 0.35 -0.18 0.0273
H -0.60520 -3.18067 3.18361 0.13 -0.01 -0.16 0.0232
H -2.28643 -3.65450 -1.36403 0.08 0.01 0.06 0.0121
H -2.27633 -5.01019 -0.25349 0.19 0.37 0.17 0.0204
H -0.75524 -4.39533 -0.88725 -0.05 0.16 0.07 -0.0074
H -4.11810 -2.50835 1.23632 -0.04 -0.13 0.12 0.0201
H -3.33535 -2.77035 2.79807 -0.13 -0.01 -0.11 0.0244
H -3.64606 -4.16563 1.71823 0.13 0.36 0.04 0.0289
H 2.34759 2.79395 0.99360 0.00 0.03 0.14 0.0141
H 1.06791 1.75116 1.68253 0.14 0.16 -0.05 0.0040
H 1.36362 3.35084 2.36883 0.17 -0.10 -0.07 0.0264
H -0.19624 5.64880 1.51432 -0.13 0.02 0.06 0.0259
H -1.46060 4.48331 1.97762 0.06 0.08 -0.12 0.0161
H -1.58258 5.36561 0.44135 0.11 -0.10 0.11 0.0317
H 1.44774 5.32319 -0.75385 -0.08 -0.24 0.02 0.0281
H 0.38359 4.63578 -1.97516 0.03 -0.07 0.12 0.0254
H 1.86335 3.78508 -1.50529 -0.09 0.03 0.05 -0.0058
F 0.15971 1.52056 5.06994 -1.24 0.35 -0.44 0.1319
C -1.01022 2.15499 4.81375 0.72 1.17 0.17 -0.5941
F -1.69111 2.27035 5.95701 0.16 -0.29 -0.87 0.1507
F -0.71378 3.39820 4.36627 -0.40 -1.09 0.17 0.1211
S -1.92893 1.11181 3.52637 0.21 -1.44 -1.54 0.7389
O -0.98426 1.03051 2.35306 -1.08 0.65 2.94 -0.3205
O -2.13292 -0.12640 4.23364 0.13 0.96 -0.19 -0.2545
N -3.25439 1.85931 2.98434 -0.28 -0.44 0.41 -0.2772
S -4.12181 0.89780 2.00833 1.08 -0.73 -0.71 0.7410
O -3.33167 0.70736 0.74301 -2.27 0.53 1.89 -0.2954
O -4.66208 -0.28528 2.60511 0.03 0.57 -0.10 -0.2496
C -5.66879 1.75278 1.33769 -0.32 0.45 -0.30 -0.6072
F -6.56450 2.00363 2.30136 0.70 -0.19 -0.51 0.1450
F -5.38867 2.88657 0.68124 -0.07 -0.65 0.48 0.1430
F -6.20446 0.86929 0.46127 0.58 0.74 0.88 0.1331
```
Positions in Å, forces in eV/Å.

Output
frontier orbital gap	0.2615	Ha
LUMO	-0.11	eV
HOMO	-7.2	eV
largest force on an atom	3.202	eV/A
ΔE to the lowest compared entry with this formula, charge and spin	2.393	eV
spin multiplicity	1



This record from the Open Molecules 2025 dataset describes C18H43CdNO22P4 as an isolated structure in a non-equilibrium geometry. The level of theory is ωB97M-V/def2-TZVPD.

XYZ file:
```
89
Properties=species:S:1:pos:R:3:forces:R:3:lowdin_charge:R:1
Cd -0.62822 -0.39954 0.16848 -0.39 1.01 0.15 1.3164
O 0.67357 0.23430 1.61270 1.27 0.18 0.74 -0.4637
H 1.36987 0.52832 2.18869 -0.01 0.26 0.38 -0.0507
N -2.94178 -0.48285 -2.10973 -0.31 -0.28 -0.73 -0.5474
O -3.06575 0.74164 -2.28505 -0.07 -0.49 0.37 -0.0447
O -2.20578 -0.91773 -1.15545 -1.40 -0.41 -1.39 -0.1905
O -3.52111 -1.30701 -2.84288 0.57 0.70 0.81 -0.0002
C 3.64612 1.37961 0.22027 0.88 -0.26 0.22 -0.0177
C 4.63403 2.31595 0.02124 0.15 -0.28 -0.09 -0.0283
C 5.98271 1.93519 0.06016 0.25 1.27 -0.20 -0.3332
C 6.41012 0.65273 0.33323 -1.94 0.30 -0.53 -0.0109
C 5.38068 -0.29104 0.54203 1.70 -0.02 -0.04 -0.0151
C 4.04732 0.05926 0.48557 -1.57 0.14 0.66 -0.3204
O 3.06099 -0.82331 0.80595 0.01 -0.44 -0.19 -0.0276
O 6.93506 2.88059 -0.28323 0.78 -0.23 -0.17 0.0071
H 2.59154 1.61931 0.25276 -0.06 0.03 -0.10 0.1000
H 4.37268 3.34352 -0.20541 0.12 0.05 0.02 0.1098
H 7.45178 0.38520 0.26598 0.07 -0.01 0.22 0.1138
H 5.79406 -1.26711 0.76842 -0.88 -0.34 0.05 0.1108
H 2.13558 -0.40285 0.86955 0.62 -0.16 0.12 0.0418
H 6.77866 3.75659 0.07359 -0.41 -0.08 0.15 0.0922
C -1.87345 2.31705 3.35476 -0.34 -0.83 -0.49 -0.0788
O -2.28361 3.14094 2.24814 0.27 -0.13 -0.64 -0.2152
P -1.49586 3.02867 0.85893 -0.26 1.34 0.90 0.4241
O -1.39629 1.67679 0.31147 -0.59 1.25 -0.22 -0.2836
O -2.26499 4.15814 0.02721 0.33 -1.03 0.73 -0.2237
C -3.07859 3.87068 -1.11722 0.33 0.76 -0.91 -0.0639
O -0.08060 3.70372 1.17565 -0.14 -0.38 -0.55 -0.2112
C 0.15852 5.10957 1.07847 -0.46 0.34 0.32 -0.0858
H -1.26084 2.90155 4.03325 -0.11 -0.03 0.17 0.0897
H -1.35166 1.41494 3.02088 0.38 0.25 -0.18 0.0636
H -2.79589 1.92424 3.78135 0.04 0.42 0.45 0.0848
H -4.11339 4.18842 -0.98416 0.01 -0.37 0.60 0.0895
H -2.98153 2.83618 -1.44349 -0.09 0.01 0.06 0.0567
H -2.69849 4.56785 -1.87151 0.02 -0.44 -0.24 0.0908
H 0.62180 5.46304 1.99830 0.15 -0.24 0.01 0.0909
H -0.78170 5.64574 0.96860 0.05 0.07 -0.12 0.0831
H 0.80396 5.33964 0.23250 0.02 -0.17 -0.03 0.0784
C -1.09472 1.54557 -4.94760 -0.26 0.59 0.63 -0.0593
O -0.79499 0.77369 -3.77265 1.19 -0.47 0.86 -0.2266
P 0.44400 1.08985 -2.82458 -0.93 0.88 -0.44 0.4511
O 0.53341 0.31776 -1.56065 0.46 0.62 -2.10 -0.2799
O 1.69759 0.94708 -3.80248 -0.32 0.01 0.67 -0.2123
C 1.89057 -0.29037 -4.47693 0.78 -0.44 -0.98 -0.0918
O 0.35921 2.69922 -2.62235 0.75 -1.89 -0.40 -0.2033
C 1.57608 3.25544 -2.10495 0.09 1.58 0.49 -0.0980
H -0.91106 1.02227 -5.88403 -0.03 -0.45 0.27 0.0896
H -0.50248 2.46152 -4.95709 -0.14 0.05 0.02 0.0851
H -2.15002 1.76531 -4.79138 0.02 0.17 -0.53 0.0958
H 2.96595 -0.46547 -4.51897 -0.05 -0.05 0.21 0.0927
H 1.56957 -0.20563 -5.51820 -0.21 0.18 0.11 0.0881
H 1.40663 -1.17446 -4.06249 -0.16 0.31 0.47 0.0918
H 1.80481 4.16610 -2.66482 -0.23 -0.08 -0.14 0.0957
H 2.48635 2.66271 -2.14993 -0.34 -0.60 -0.05 0.0770
H 1.37712 3.56461 -1.07786 0.16 -0.25 0.08 0.0675
C 1.55576 -3.19113 3.13973 -0.63 -0.30 1.87 -0.0614
O 0.83869 -3.98114 2.17799 0.28 0.33 -0.91 -0.2084
P 0.83885 -3.56315 0.65402 1.47 -1.69 -1.54 0.4652
O 0.30307 -2.26271 0.23084 0.16 -2.30 0.20 -0.2875
O 0.27225 -4.90510 -0.10246 -0.16 1.90 1.29 -0.1919
C -0.41616 -5.92588 0.59729 -0.07 -1.34 0.12 -0.1130
O 2.36650 -3.68056 0.21899 -0.86 -0.62 0.68 -0.2170
C 2.78936 -3.51278 -1.12652 0.95 1.71 -0.18 -0.0925
H 2.45816 -2.69776 2.79629 -0.29 0.24 -0.51 0.0898
H 1.82801 -3.84155 3.97739 0.26 -0.49 -0.53 0.0888
H 0.81979 -2.57000 3.65178 0.24 0.77 -0.63 0.0890
H -1.42661 -6.04659 0.20722 0.05 0.20 0.03 0.0712
H -0.42879 -5.83992 1.68310 -0.12 0.58 -0.10 0.0835
H 0.11217 -6.87122 0.43392 0.00 0.13 -0.30 0.0918
H 2.03341 -3.29791 -1.88387 -0.50 -0.47 0.40 0.0884
H 3.44110 -4.32355 -1.44196 -0.21 -0.21 0.19 0.0896
H 3.36770 -2.58086 -1.07880 0.20 -0.25 -0.28 0.0806
C -4.95493 0.11080 0.64209 -0.20 -0.85 -1.08 -0.0340
O -4.67823 -1.32343 0.77309 -0.19 0.27 1.26 -0.2083
P -3.54310 -1.71754 1.79782 0.78 0.04 -0.92 0.3820
O -2.23077 -1.07766 1.53304 -1.35 -0.31 1.43 -0.3046
O -4.15004 -1.45040 3.23870 0.68 -0.24 -0.59 -0.1964
C -3.29052 -1.67648 4.36788 -0.18 -0.34 0.65 -0.0868
O -3.45428 -3.29224 1.69405 -0.25 0.11 -0.17 -0.1874
C -3.61567 -3.85447 0.38447 -0.73 0.19 -1.33 -0.0844
H -4.06927 0.50253 0.14641 -0.08 0.66 0.34 0.0643
H -5.29063 0.57392 1.56676 0.54 -0.08 0.24 0.0903
H -5.80272 0.15437 -0.03897 0.12 0.02 -0.13 0.0956
H -3.34560 -2.71024 4.71872 -0.52 0.00 -0.13 0.0886
H -3.70125 -1.00924 5.12005 0.43 -0.04 0.24 0.0903
H -2.22169 -1.54211 4.19620 -0.16 0.69 -0.41 0.0837
H -3.15985 -3.29154 -0.43829 0.73 0.14 0.53 0.0853
H -4.66121 -3.78636 0.07015 -0.13 -0.43 0.50 0.0915
H -3.27102 -4.88119 0.36986 0.01 0.01 0.30 0.0700
```
Positions in Å, forces in eV/Å.

Output
frontier orbital gap	0.2641	Ha
LUMO	-0.27	eV
HOMO	-7.5	eV
largest force on an atom	2.724	eV/A
ΔE to the lowest compared entry with this formula, charge and spin	0.000	eV
spin multiplicity	1